DFT (the ωB97M-V functional and the def2-TZVPD basis) results for one molecule with the formula C5H12O.

```
! RIJCOSX wB97M-V def2-TZVPD def2/J DEFGRID3
* xyz 0 1
C -1.500 -0.485 2.296
O -0.537 -0.777 1.310
C -0.644 0.049 0.169
C 0.489 -0.287 -0.792
C 1.836 0.136 -0.210
C 0.224 0.352 -2.155
H -2.489 -0.264 1.850
H -1.205 0.384 2.913
H -1.589 -1.368 2.943
H -1.617 -0.123 -0.328
H -0.592 1.124 0.441
H 0.489 -1.380 -0.906
H 2.006 -0.337 0.761
H 2.660 -0.134 -0.878
H 1.865 1.223 -0.062
H -0.733 0.013 -2.571
H 0.185 1.446 -2.072
H 1.013 0.093 -2.871
*
```

Output
E_tot ... -7426.69945 eV
LUMO level ... 1.1 eV
Energy relative to the best compared isomer or geometry (same formula, charge and spin) ... 14.11 kcal/mol
Kohn-Sham gap ... 10.91 eV
SMILES ... COCC(C)C

---

DFT (the ωB97M-V functional and the def2-TZVPD basis) results for a 2-piece molecular cluster, C5H12O overall.

```
! RIJCOSX wB97M-V def2-TZVPD def2/J DEFGRID3
* xyz 0 1
C -1.475 -2.226 0.562
C -1.162 -0.729 0.468
C 0.231 -0.482 0.008
C 0.118 2.231 -1.081
O 1.090 0.025 0.821
C 2.318 0.411 0.557
H -1.325 -2.709 -0.411
H -0.805 -2.709 1.280
H -2.509 -2.408 0.872
H -1.304 -0.239 1.438
H -1.866 -0.250 -0.231
H 0.568 -0.716 -1.000
H -0.251 1.597 -1.892
H 0.323 3.232 -1.466
H -0.642 2.288 -0.296
H 2.758 0.105 -0.386
H 1.051 1.836 -0.657
H 2.881 0.743 1.414
*
```

Output
E_tot ... -7423.47193 eV
LUMO level (spin up / spin down) ... 0.9 / 0.9 eV
Energy relative to the best compared isomer or geometry (same formula, charge and spin) ... 88.54 kcal/mol
Kohn-Sham gap (spin up / spin down) ... 8.16 / 7.82 eV

---

DFT (the ωB97M-V functional and the def2-TZVPD basis) results for a 2-piece molecular cluster, C5H12O overall in a non-equilibrium geometry.

```
! RIJCOSX wB97M-V def2-TZVPD def2/J DEFGRID3
* xyz 0 1
C -1.601 1.195 0.962
C -0.774 -0.084 1.274
C -0.622 -0.841 -0.038
C 0.523 -1.111 -0.760
C 1.877 -1.098 -0.106
H -1.522 1.967 1.735
H -2.659 0.944 0.850
H -1.054 1.623 0.091
H -1.259 -0.728 1.975
H 0.224 0.232 1.573
H -1.475 -1.395 -0.419
H -0.003 0.089 -0.993
H 0.507 -1.861 -1.538
H 2.709 -0.943 -0.821
H 2.145 -2.059 0.387
H 0.361 1.748 -2.148
H 1.970 -0.300 0.641
O 0.564 1.498 -1.243
*
```

Output
E_tot ... -7423.36807 eV
LUMO level ... 0.4 eV
Energy relative to the best compared isomer or geometry (same formula, charge and spin) ... 90.93 kcal/mol
Kohn-Sham gap ... 8.82 eV

---

DFT (the ωB97M-V functional and the def2-TZVPD basis) results for one molecule with the formula C5H12O in a non-equilibrium geometry.

```
! RIJCOSX wB97M-V def2-TZVPD def2/J DEFGRID3
* xyz 0 1
C 1.144 1.272 1.390
C 0.581 0.776 -0.044
C -0.633 -0.232 -0.697
C -0.486 -0.394 -2.227
O -0.665 -1.529 -0.177
C -0.693 -1.377 1.215
H 0.409 1.684 2.095
H 1.740 0.543 1.962
H 1.851 2.106 1.206
H 1.491 0.431 -0.540
H 0.260 1.717 -0.485
H -1.601 0.253 -0.474
H -0.074 0.512 -2.669
H -1.430 -0.610 -2.756
H 0.187 -1.231 -2.451
H -0.400 -2.315 1.688
H -0.001 -0.549 1.394
H -1.682 -1.056 1.571
*
```

Output
E_tot ... -7425.28421 eV
LUMO level ... 1.1 eV
Energy relative to the best compared isomer or geometry (same formula, charge and spin) ... 46.75 kcal/mol
Kohn-Sham gap ... 10.64 eV
SMILES ... CC[C@@H](C)OC

---

DFT (the ωB97M-V functional and the def2-TZVPD basis) results for a 2-piece molecular cluster, C5H12O overall.

```
! RIJCOSX wB97M-V def2-TZVPD def2/J DEFGRID3
* xyz 0 1
C -0.021 0.828 2.020
C 0.947 0.108 1.450
C 2.222 0.678 0.896
H -0.911 0.364 2.435
H 0.055 1.912 2.081
H 0.830 -0.974 1.366
H 2.973 0.681 1.693
H 2.085 1.707 0.547
H 2.611 0.091 0.059
C -1.859 -0.674 -2.085
C -0.783 -0.930 -1.049
O -0.088 0.280 -0.835
H -1.388 -0.222 -2.962
H -2.583 0.045 -1.688
H -2.383 -1.585 -2.385
H -1.212 -1.325 -0.112
H -0.057 -1.674 -1.403
H -0.438 0.689 -0.027
*
```

Output
E_tot ... -7425.79783 eV
LUMO level ... 1.1 eV
Energy relative to the best compared isomer or geometry (same formula, charge and spin) ... 34.90 kcal/mol
Kohn-Sham gap ... 10.46 eV
SMILES ... C=CC.CCO

---

DFT (the ωB97M-V functional and the def2-TZVPD basis) results for one molecule with the formula C5H12O.

```
! RIJCOSX wB97M-V def2-TZVPD def2/J DEFGRID3
* xyz 0 1
C -0.746 -1.868 0.213
C -1.078 -0.384 -0.022
C 0.003 0.662 -0.379
C -0.640 2.050 -0.456
O 1.042 0.784 0.576
C 2.010 -0.229 0.498
H -0.138 -2.311 -0.585
H -0.240 -2.050 1.168
H -1.685 -2.435 0.247
H -1.604 -0.013 0.867
H -1.801 -0.339 -0.847
H 0.450 0.413 -1.360
H -1.620 2.011 -0.939
H -0.013 2.761 -1.002
H -0.772 2.437 0.560
H 2.737 -0.042 1.293
H 1.571 -1.219 0.640
H 2.525 -0.228 -0.474
*
```

Output
E_tot ... -7426.58256 eV
LUMO level ... 1.2 eV
Energy relative to the best compared isomer or geometry (same formula, charge and spin) ... 16.81 kcal/mol
Kohn-Sham gap ... 10.74 eV
SMILES ... CC[C@@H](C)OC